[1]
One molecule with the formula C11H15ClN2O4S in a non-equilibrium geometry, computed with wB97M-V/def2-TZVPD.

```
34
C11H15ClN2O4S, DFT wB97M-V/def2-TZVPD
C 0.065 -3.409 0.656
N -0.169 -1.988 0.464
C -1.032 -1.667 -0.586
O -1.220 -0.471 -0.799
O -1.720 -2.691 -1.180
C -2.730 -2.254 -2.166
C -2.074 -2.019 -3.496
Cl -3.242 -1.573 -4.770
S 1.158 -0.869 0.656
O 2.110 -1.423 1.625
O 1.811 -0.590 -0.625
N 0.487 0.600 1.406
C -0.120 0.392 2.731
C 0.987 1.853 1.022
C 1.537 2.779 1.952
C 1.999 4.030 1.541
C 1.911 4.396 0.166
C 1.351 3.504 -0.718
C 0.904 2.277 -0.291
H -0.846 -3.897 0.935
H 0.467 -3.929 -0.230
H 0.728 -3.576 1.497
H -3.471 -3.011 -2.326
H -3.295 -1.361 -1.775
H -1.377 -1.187 -3.463
H -1.578 -2.930 -3.760
H 0.659 0.266 3.489
H -0.780 -0.465 2.753
H -0.706 1.243 2.968
H 1.608 2.479 3.001
H 2.385 4.769 2.265
H 2.317 5.342 -0.096
H 1.352 3.805 -1.758
H 0.526 1.573 -1.087
```

Output
Lowest unoccupied orbital energy in eV: 0.58
SMILES: CN(C(=O)OCCCl)S(=O)(=O)N(C)c1ccccc1
HOMO-LUMO gap in eV: 9.079
Largest force on an atom in eV/A: 3.53
Total charge: 0
DFT total energy in Ha: -1696.9643
Spin multiplicity: 1

***

[2]
A 2-piece molecular cluster, C11H15FN5O4 overall in a non-equilibrium geometry, computed with wB97M-V/def2-TZVPD.

```
36
C11H15FN5O4, DFT wB97M-V/def2-TZVPD
N -0.317 -3.863 0.373
C -0.196 -2.743 0.559
O -0.151 -1.442 0.702
C -1.250 -0.866 0.060
C -2.516 -1.019 0.636
C -3.554 -0.435 -0.029
C -4.960 -0.560 0.515
O -5.196 -0.176 1.610
N -5.920 -1.206 -0.324
C -6.058 -2.596 -0.030
O -6.744 -3.059 0.789
F -5.249 -3.315 -0.799
C -3.237 0.262 -1.194
N -1.994 0.369 -1.619
N -0.959 -0.195 -1.015
H -2.664 -1.560 1.557
H -5.648 -1.124 -1.302
H -4.004 0.749 -1.776
H -1.779 0.893 -2.463
C 4.529 0.745 1.527
C 3.288 0.348 0.736
C 3.358 0.694 -0.758
O 3.143 2.056 -1.062
C 4.283 2.895 -0.939
N 2.107 0.938 1.378
H 4.565 1.817 1.719
H 4.534 0.245 2.494
H 5.440 0.462 0.998
H 3.195 -0.741 0.800
H 2.548 0.157 -1.266
H 4.298 0.344 -1.202
H 5.197 2.371 -1.227
H 4.385 3.282 0.076
H 4.139 3.741 -1.609
H 1.275 0.593 0.910
H 2.113 1.934 1.174
```

Output
Lowest unoccupied orbital energy in eV: -6.55
HOMO-LUMO gap in eV: 5.077
Largest force on an atom in eV/A: 1.13
Total charge: +1
DFT total energy in Ha: -1102.3816
Spin multiplicity: 1

***

[3]
An isolated ion of composition C11H15IN and charge +1 in a non-equilibrium geometry, computed with wB97M-V/def2-TZVPD.

```
28
C11H15IN, DFT wB97M-V/def2-TZVPD
C 1.841 -0.737 1.977
N 0.566 -0.407 1.227
C 0.448 1.200 1.197
C -1.044 1.418 1.012
C -1.439 0.636 -0.293
C -2.556 1.054 -1.028
C -3.176 0.367 -2.006
C -2.551 -0.769 -2.472
C -1.365 -1.113 -1.858
C -0.807 -0.537 -0.710
C 0.396 -1.046 -0.093
C 1.584 -1.155 -1.128
I -0.113 -3.159 0.748
H 2.603 -0.941 1.231
H 2.189 0.081 2.758
H 1.726 -1.635 2.536
H -0.140 -0.664 1.832
H 1.009 1.565 0.346
H 0.827 1.599 2.173
H -1.233 2.443 0.966
H -1.757 0.984 1.744
H -3.042 1.972 -0.773
H -4.202 0.582 -2.264
H -3.002 -1.227 -3.279
H -0.845 -2.108 -2.096
H 1.978 -0.256 -1.433
H 1.096 -1.639 -1.942
H 2.437 -1.746 -0.646
```

Output
Lowest unoccupied orbital energy in eV: -4.13
SMILES: C[N@H+]1CCc2ccccc2[C@]1(C)I
HOMO-LUMO gap in eV: 8.460
Largest force on an atom in eV/A: 5.60
Total charge: +1
DFT total energy in Ha: -780.3022
Spin multiplicity: 1

***

[4]
C11H15IN5RhS3SbSi as an isolated structure, computed with wB97M-V/def2-TZVPD.

```
38
C11H15IN5RhS3SbSi, DFT wB97M-V/def2-TZVPD
Rh -1.172 0.974 -0.770
C 1.095 3.782 0.160
C 1.365 2.407 0.680
C 2.441 2.144 1.514
C 2.612 0.848 2.007
C 1.729 -0.152 1.690
C 0.633 0.162 0.845
N 0.512 1.434 0.362
N -0.348 -0.612 0.383
Si -0.719 -2.262 0.674
C -2.058 -2.385 1.987
C 0.756 -3.281 1.287
C -1.286 -3.097 -0.903
H 1.893 4.462 0.459
H 0.141 4.144 0.551
H 0.994 3.779 -0.924
H 3.123 2.942 1.773
H 3.456 0.628 2.652
H 1.853 -1.155 2.064
H -1.695 -2.041 2.959
H -2.420 -3.412 2.096
H -2.899 -1.749 1.699
H 1.008 -3.113 2.336
H 1.644 -3.083 0.682
H 0.502 -4.340 1.173
H -1.444 -2.369 -1.699
H -2.229 -3.627 -0.755
H -0.537 -3.817 -1.243
S -3.043 5.679 0.546
Sb -3.155 3.539 -0.269
S -2.326 1.805 1.100
S -1.529 3.010 -1.879
I -3.477 0.025 -1.715
N 2.324 -0.110 -6.050
C 1.503 -0.389 -5.275
N 0.561 -0.821 -4.469
C 0.259 -0.206 -3.370
N -0.066 0.258 -2.358
```

Output
Lowest unoccupied orbital energy (spin up / spin down) in eV: 4.56 / 3.60
HOMO-LUMO gap (spin up / spin down) in eV: 6.410 / 5.967
Largest force on an atom in eV/A: 0.63
Total charge: -2
DFT total energy in Ha: -2834.7604
Spin multiplicity: 2

***

[5]
A 2-piece molecular cluster, C11H15IOSi overall in a non-equilibrium geometry, computed with wB97M-V/def2-TZVPD.

```
29
C11H15IOSi, DFT wB97M-V/def2-TZVPD
C -2.814 -2.216 -1.677
C -3.298 -0.890 -1.369
C -1.597 -2.604 -1.092
C -2.529 -0.093 -0.506
C -0.854 -1.809 -0.235
C -1.311 -0.502 0.043
C 2.911 1.260 -2.077
C 2.629 1.028 -0.556
C -0.704 2.365 1.172
C 0.469 -0.107 2.858
C 2.311 -0.339 -0.026
O 1.692 1.634 -1.419
Si -0.310 0.497 1.216
I 3.695 -1.138 1.345
H -3.337 -2.886 -2.348
H -4.249 -0.492 -1.677
H -1.156 -3.616 -1.155
H -2.861 0.871 -0.301
H 0.099 -2.085 0.274
H 3.446 2.110 -2.530
H 2.940 0.376 -2.637
H 3.225 1.630 0.139
H -1.243 2.790 2.065
H 0.185 2.957 1.225
H -1.299 2.973 0.456
H -0.298 -0.261 3.642
H 0.929 -1.084 2.959
H 1.270 0.585 3.133
H 2.057 -0.952 -0.921
```

Output
Lowest unoccupied orbital energy (spin up / spin down) in eV: -0.28 / -0.28
HOMO-LUMO gap (spin up / spin down) in eV: 6.638 / 6.640
Largest force on an atom in eV/A: 2.91
Total charge: 0
DFT total energy in Ha: -1090.4097
Spin multiplicity: 1

***

[6]
A 2-piece molecular cluster, C11H15N overall in a non-equilibrium geometry, computed with wB97M-V/def2-TZVPD.

```
27
C11H15N, DFT wB97M-V/def2-TZVPD
C 2.105 0.883 -2.770
C 2.402 0.585 -1.280
H 2.986 1.168 -3.346
H 1.571 0.016 -3.164
H 1.404 1.715 -2.838
H 1.507 0.820 -0.710
H 3.253 1.192 -0.978
H 2.651 -0.455 -1.119
C -1.313 -0.971 -1.770
C -0.694 -0.323 0.633
C -1.654 -0.375 -0.418
C -1.428 0.381 1.707
C -2.859 0.113 -0.022
C 0.493 -0.987 0.963
C 1.033 -0.775 2.235
C 0.449 -0.007 3.188
C -0.902 0.446 2.987
N -2.669 0.705 1.264
H 0.970 -1.637 0.240
H 2.008 -1.223 2.447
H 0.929 0.103 4.150
H -0.389 -1.552 -1.682
H -1.134 -0.122 -2.440
H -3.772 0.139 -0.594
H -3.489 0.988 1.783
H -1.478 0.827 3.827
H -1.982 -1.654 -2.294
```

Output
Lowest unoccupied orbital energy (spin up / spin down) in eV: 3.71 / 3.63
HOMO-LUMO gap (spin up / spin down) in eV: 3.048 / 6.518
Largest force on an atom in eV/A: 3.54
Total charge: -1
DFT total energy in Ha: -482.8495
Spin multiplicity: 2